1.
19
Properties=species:S:1:pos:R:3:forces:R:3 method="wB97M-V/def2-TZVPD" homo_ev=-9.41 lumo_energy_ha=0.033 smiles="C=C(C)CC=O.C" max_force_ev_per_a=0.52 relative_energy_kcal_mol=29.1 orbital_gap_ha=0.3785
C 0.880 -1.088 0.519 -0.1 0.0 0.0
C -0.426 -1.080 0.263 0.1 0.0 0.0
C -1.072 -2.008 -0.733 0.0 0.0 -0.1
C -1.345 -0.089 0.951 0.0 0.1 0.1
C -1.603 1.082 0.028 0.1 0.3 0.0
O -1.236 2.210 0.251 -0.2 -0.5 -0.1
H 1.321 -0.417 1.253 -0.1 -0.1 -0.1
H 1.558 -1.768 0.005 -0.2 0.1 0.1
H -0.320 -2.523 -1.337 -0.1 0.1 0.1
H -1.677 -2.765 -0.217 0.1 0.1 -0.1
H -1.744 -1.465 -1.410 0.1 -0.1 0.1
H -0.900 0.303 1.870 0.0 -0.1 -0.1
H -2.308 -0.563 1.190 0.1 0.1 -0.1
H -2.148 0.841 -0.911 0.1 0.1 0.1
C 2.201 1.865 -0.342 0.0 0.0 0.0
H 2.655 2.826 -0.592 0.0 -0.1 0.0
H 2.110 1.255 -1.247 0.0 0.1 0.2
H 2.842 1.345 0.376 -0.1 0.1 -0.1
H 1.210 2.038 0.085 0.2 -0.1 -0.1

=====

2.
19
Properties=species:S:1:pos:R:3:forces:R:3 method="wB97M-V/def2-TZVPD" homo_ev=-9.02 lumo_energy_ha=0.016 max_force_ev_per_a=2.35 relative_energy_kcal_mol=71.9 orbital_gap_ha=0.3475
C 2.319 0.257 0.144 0.3 -0.5 -1.3
C 1.021 -0.398 0.007 -0.8 0.0 0.5
C -0.085 0.135 -0.545 0.1 -0.2 -0.1
C -0.116 1.536 -0.991 0.1 0.1 -0.1
O 0.834 2.298 -1.046 -0.4 -0.2 0.0
C -1.307 -0.724 -0.718 -0.2 -0.1 -0.1
C -1.959 -1.144 0.601 -0.1 0.0 0.0
H 2.357 -0.171 -0.927 2.1 0.9 0.6
H 3.039 -0.187 0.844 -0.4 -0.2 -0.5
H 2.357 1.346 0.126 -0.1 -0.5 -0.1
H 1.062 -1.459 0.248 -0.4 0.0 0.1
H -1.112 1.894 -1.328 0.0 -0.1 0.0
H -1.026 -1.621 -1.282 -0.1 0.1 0.0
H -2.038 -0.190 -1.335 0.0 -0.1 0.0
H -2.796 -1.825 0.411 0.1 0.1 0.1
H -1.246 -1.663 1.255 -0.1 0.1 -0.2
H -2.337 -0.277 1.154 0.0 -0.1 -0.1
H 0.175 1.053 1.550 0.1 0.2 0.6
H 0.858 1.140 1.829 -0.2 0.4 0.4

=====

3.
19
Properties=species:S:1:pos:R:3:forces:R:3 method="wB97M-V/def2-TZVPD" homo_ev=-9.52 lumo_energy_ha=0.043 smiles=CC[C@H]1CCCO1 max_force_ev_per_a=0.28 relative_energy_kcal_mol=9.2 orbital_gap_ha=0.3923
C -1.986 -0.584 1.595 0.0 0.0 0.0
C -1.076 -1.000 0.443 0.0 0.0 0.0
C 0.228 -0.210 0.458 0.0 -0.2 0.1
C 1.243 -0.601 -0.635 0.0 -0.1 0.0
C 1.746 0.758 -1.130 0.0 0.0 0.0
C 0.467 1.572 -0.997 0.1 0.1 -0.2
O -0.061 1.180 0.257 0.0 0.1 0.0
H -1.532 -0.844 2.559 -0.1 0.0 -0.1
H -2.136 0.500 1.578 0.0 -0.2 0.0
H -2.965 -1.070 1.541 0.1 0.0 0.0
H -0.855 -2.075 0.491 0.0 0.1 0.0
H -1.572 -0.817 -0.520 0.1 0.0 0.1
H 0.685 -0.297 1.455 -0.1 0.0 -0.1
H 2.036 -1.252 -0.254 -0.1 0.1 0.0
H 0.738 -1.133 -1.451 0.0 0.1 0.1
H 2.158 0.739 -2.143 -0.1 0.0 0.1
H 2.505 1.159 -0.449 -0.1 0.0 -0.1
H 0.607 2.656 -0.984 0.0 -0.1 0.0
H -0.231 1.320 -1.814 0.1 0.1 0.1

=====

4.
19
Properties=species:S:1:pos:R:3:forces:R:3 method="wB97M-V/def2-TZVPD" homo_ev=-9.44 lumo_energy_ha=0.033 smiles="C=C(C)CC=O.C" max_force_ev_per_a=0.60 relative_energy_kcal_mol=28.6 orbital_gap_ha=0.3803
C -0.526 1.185 0.765 -0.1 0.0 0.0
C -0.128 0.008 1.237 0.0 0.1 0.1
C 0.538 -0.141 2.580 0.1 0.0 0.1
C -0.332 -1.261 0.434 -0.1 0.0 -0.1
C 0.936 -1.644 -0.296 0.1 -0.1 -0.4
O 1.018 -1.771 -1.495 -0.1 0.0 0.6
H -1.030 1.277 -0.194 0.1 -0.1 0.1
H -0.375 2.104 1.324 0.0 -0.1 0.0
H 0.817 0.828 3.001 -0.1 -0.1 -0.1
H -0.135 -0.634 3.292 0.0 0.0 -0.1
H 1.444 -0.757 2.528 -0.1 0.1 -0.1
H -1.126 -1.149 -0.308 0.1 0.0 0.1
H -0.603 -2.087 1.106 0.1 0.1 -0.1
H 1.831 -1.806 0.342 -0.1 0.1 -0.1
C -0.465 1.168 -2.860 0.0 0.0 0.0
H -0.440 1.207 -3.952 0.0 0.0 0.1
H 0.194 1.941 -2.454 -0.1 -0.1 -0.1
H -1.491 1.350 -2.524 0.2 0.0 -0.1
H -0.127 0.182 -2.525 -0.1 0.2 -0.1

=====

5.
19
Properties=species:S:1:pos:R:3:forces:R:3 method="wB97M-V/def2-TZVPD" homo_ev=-8.61 lumo_energy_ha=0.027 smiles="C/C=C/C=C/C.O" max_force_ev_per_a=1.90 relative_energy_kcal_mol=55.1 orbital_gap_ha=0.3438
C 2.132 1.878 0.814 -0.9 1.3 -0.9
C 1.052 1.030 1.416 0.7 0.5 0.5
C 0.204 0.300 0.701 -0.7 0.1 0.9
C -0.528 -0.869 1.256 -1.6 0.6 -0.9
C -0.601 -1.987 0.536 0.0 0.4 -0.4
C -1.420 -3.226 0.730 0.3 0.5 0.0
H 2.264 1.560 -0.220 0.3 0.1 0.0
H 3.100 1.906 1.311 -0.1 -0.5 0.3
H 1.836 2.940 0.762 0.0 -0.1 0.1
H 0.979 1.087 2.502 0.4 -0.9 0.0
H -0.159 0.691 -0.245 0.9 -0.7 -0.8
H -1.322 -0.659 1.972 0.5 -0.4 0.8
H -0.095 -1.941 -0.430 0.4 -0.3 0.2
H -1.968 -3.256 1.665 0.0 0.1 0.2
H -2.128 -3.258 -0.095 -0.1 -0.3 -0.1
H -0.757 -4.086 0.664 -0.1 -0.2 0.0
O -0.884 2.337 -4.700 0.0 0.1 0.1
H -0.106 2.628 -4.210 -0.2 0.0 -0.1
H -1.598 2.925 -4.426 0.2 -0.1 0.0

=====

6.
19
Properties=species:S:1:pos:R:3:forces:R:3 method="wB97M-V/def2-TZVPD" homo_ev=-9.68 lumo_energy_ha=0.040 smiles="CCC(C=O)CC" max_force_ev_per_a=0.52 relative_energy_kcal_mol=9.4 orbital_gap_ha=0.3959
C -0.367 2.082 1.476 0.0 0.0 0.1
C -0.352 1.417 0.100 0.0 0.0 0.0
C -0.087 -0.097 0.163 0.0 -0.1 0.1
C 1.352 -0.316 0.566 0.1 -0.1 0.3
O 1.723 -0.701 1.649 -0.1 0.1 -0.5
C -0.379 -0.785 -1.177 0.0 0.1 0.0
C -0.062 -2.283 -1.169 0.0 -0.1 0.0
H -0.500 3.165 1.388 0.0 -0.2 0.0
H -1.187 1.690 2.087 0.1 0.0 -0.1
H 0.565 1.898 2.023 -0.1 0.0 -0.1
H -1.312 1.582 -0.404 0.1 -0.1 0.1
H 0.411 1.888 -0.538 -0.1 -0.1 0.1
H -0.710 -0.546 0.948 0.1 0.1 -0.1
H 2.093 -0.065 -0.231 0.0 0.0 0.1
H 0.189 -0.285 -1.975 -0.1 -0.1 0.1
H -1.438 -0.623 -1.412 0.1 0.0 0.1
H -0.616 -2.812 -1.950 0.1 0.1 0.1
H -0.326 -2.736 -0.206 0.0 0.1 -0.1
H 1.004 -2.472 -1.336 -0.1 0.0 0.1

=====

7.
19
Properties=species:S:1:pos:R:3:forces:R:3 method="wB97M-V/def2-TZVPD" homo_ev=-8.13 lumo_energy_ha=0.032 smiles="CC(C)=CO.C=C" max_force_ev_per_a=3.74 relative_energy_kcal_mol=68.3 orbital_gap_ha=0.3307
C 0.734 -2.059 0.552 -0.1 -0.1 -0.3
C 0.198 -1.133 -0.513 -1.6 0.2 1.0
C 1.139 -0.147 -1.047 -0.3 2.7 1.4
C -1.130 -0.895 -0.615 1.0 -1.5 -1.1
O -2.123 -1.638 -0.045 -0.1 0.1 0.3
H 0.209 -3.017 0.549 0.1 -0.1 0.1
H 0.639 -1.626 1.553 0.0 0.0 0.0
H 1.795 -2.244 0.386 0.0 -0.1 0.0
H 0.731 0.447 -1.857 -0.3 -0.1 -0.3
H 1.139 0.759 -0.159 1.3 -2.6 -2.4
H 2.057 -0.593 -1.429 0.4 0.3 0.7
H -1.527 -0.259 -1.394 0.0 0.3 0.2
H -1.744 -2.249 0.599 0.0 0.1 0.0
C -0.156 1.836 0.810 -2.1 0.8 1.3
C -0.465 3.012 0.251 0.6 -0.7 -0.3
H 0.490 1.804 1.678 0.4 0.0 -0.2
H -0.888 1.003 0.770 0.9 0.4 -0.5
H -1.199 3.091 -0.536 -0.3 0.0 0.0
H 0.101 3.909 0.447 0.1 0.1 0.1

=====

8.
19
Properties=species:S:1:pos:R:3:forces:R:3 method="wB97M-V/def2-TZVPD" homo_ev=-8.83 lumo_energy_ha=0.037 smiles="C/C=C/C[C@@H](C)O" max_force_ev_per_a=0.34 relative_energy_kcal_mol=23.2 orbital_gap_ha=0.3612
C -0.157 -2.453 -1.864 0.1 -0.1 0.0
C 0.046 -1.014 -1.505 0.1 0.1 0.1
C 1.000 -0.545 -0.706 -0.1 -0.1 0.0
C 0.900 0.818 -0.079 0.0 0.1 0.0
C 0.065 0.731 1.216 0.3 0.2 0.0
C -0.440 2.094 1.668 0.0 0.1 0.0
O -1.035 -0.125 0.953 -0.3 0.0 0.1
H -0.085 -2.647 -2.939 0.0 0.1 0.1
H -1.164 -2.753 -1.546 0.1 0.0 -0.1
H 0.557 -3.095 -1.341 0.0 0.1 -0.1
H -0.733 -0.323 -1.830 0.1 -0.1 0.0
H 1.775 -1.217 -0.333 -0.1 0.0 0.0
H 0.401 1.514 -0.766 0.0 -0.1 0.1
H 1.882 1.245 0.163 -0.2 -0.1 0.0
H 0.695 0.291 2.007 -0.1 0.0 -0.1
H -1.090 2.514 0.892 0.1 0.0 0.1
H 0.377 2.796 1.858 0.0 -0.1 0.0
H -1.025 2.001 2.592 0.1 0.0 -0.1
H -1.732 0.076 1.584 0.0 0.0 0.1

=====

9.
19
Properties=species:S:1:pos:R:3:forces:R:3 method="wB97M-V/def2-TZVPD" homo_ev=-9.56 lumo_energy_ha=0.036 smiles=CC(C)[C@H]1C[C@H]1O max_force_ev_per_a=0.30 relative_energy_kcal_mol=26.8 orbital_gap_ha=0.3869
C 1.406 1.045 0.460 0.0 0.1 0.0
C 0.704 -0.281 0.158 0.0 0.0 0.0
C 1.604 -1.176 -0.698 0.0 -0.1 0.0
C -0.630 -0.082 -0.546 0.1 0.0 -0.1
C -1.847 -0.860 -0.100 -0.1 -0.1 0.0
C -1.794 0.615 0.105 -0.1 -0.1 -0.3
O -1.708 1.054 1.430 0.1 0.2 0.1
H 0.819 1.647 1.161 0.1 -0.1 -0.1
H 2.388 0.874 0.916 -0.1 0.0 -0.1
H 1.557 1.631 -0.455 0.0 -0.1 0.1
H 0.516 -0.787 1.113 0.0 0.1 -0.1
H 2.552 -1.389 -0.192 -0.1 0.0 -0.1
H 1.839 -0.679 -1.649 0.0 -0.1 0.1
H 1.116 -2.129 -0.931 0.1 0.1 0.0
H -0.538 0.086 -1.620 0.0 0.0 0.2
H -2.538 -1.268 -0.832 0.1 0.1 0.1
H -1.730 -1.456 0.802 0.0 0.1 -0.1
H -2.427 1.230 -0.538 0.1 -0.1 0.1
H -1.289 1.924 1.416 -0.1 -0.2 0.1

=====

10.
19
Properties=species:S:1:pos:R:3:forces:R:3 method="wB97M-V/def2-TZVPD" homo_ev=-9.51 lumo_energy_ha=0.041 smiles=C[C@@H]1OCC[C@@H]1C max_force_ev_per_a=0.80 relative_energy_kcal_mol=14.8 orbital_gap_ha=0.3904
C 1.770 -0.645 0.062 0.0 0.4 0.0
C 0.815 0.428 -0.601 0.1 -0.5 0.0
O 0.776 1.722 0.034 0.3 -0.3 0.2
C -0.451 1.887 0.759 -0.1 0.0 0.2
C -1.012 0.479 0.873 -0.1 -0.1 0.1
C -0.626 -0.069 -0.503 0.0 -0.1 0.0
C -0.780 -1.555 -0.735 -0.2 -0.2 0.0
H 1.448 -0.951 1.070 0.0 0.4 -0.2
H 1.848 -1.604 -0.486 -0.3 0.7 -0.2
H 2.791 -0.277 0.148 0.0 0.2 0.0
H 1.143 0.638 -1.631 -0.1 -0.3 0.2
H -0.228 2.373 1.715 0.0 -0.2 -0.1
H -1.166 2.535 0.219 0.4 -0.1 -0.1
H -0.485 -0.057 1.671 -0.2 0.0 -0.1
H -2.086 0.428 1.061 0.1 0.1 0.0
H -1.279 0.425 -1.237 0.4 0.2 0.0
H -1.845 -1.758 -0.855 0.1 -0.3 -0.1
H -0.241 -1.835 -1.651 -0.3 -0.1 0.1
H -0.390 -2.163 0.087 -0.1 0.1 -0.1

=====

11.
19
Properties=species:S:1:pos:R:3:forces:R:3 method="wB97M-V/def2-TZVPD" homo_ev=-8.77 lumo_energy_ha=0.008 max_force_ev_per_a=0.39 relative_energy_kcal_mol=93.1 orbital_gap_ha=0.3304
C 2.214 0.745 -0.446 0.1 0.0 0.0
C 0.217 0.839 1.419 -0.4 0.0 0.0
C -0.617 1.575 0.446 0.2 0.1 0.1
O -1.153 0.712 -0.543 -0.1 0.0 0.0
C -1.269 -0.574 0.057 -0.1 -0.2 0.1
C -1.145 -1.626 -1.026 0.0 0.0 0.0
C -0.181 -0.583 1.151 0.0 0.0 0.0
H 2.786 1.598 -0.813 0.0 -0.1 0.0
H 1.335 0.588 -1.078 0.2 0.0 0.1
H 2.831 -0.157 -0.430 0.0 0.1 -0.1
H 1.921 0.972 0.596 0.2 0.0 -0.3
H -1.411 1.978 1.115 0.0 0.0 0.0
H -0.144 2.433 -0.039 -0.1 -0.1 0.1
H -2.256 -0.653 0.543 0.1 0.0 -0.1
H -1.932 -1.492 -1.774 0.1 0.0 0.1
H -1.236 -2.633 -0.605 0.0 0.1 0.0
H -0.176 -1.539 -1.528 -0.1 0.0 0.1
H 0.714 -1.150 0.856 -0.1 0.1 0.0
H -0.499 -1.032 2.099 0.0 0.0 -0.1

=====

12.
19
Properties=species:S:1:pos:R:3:forces:R:3 method="wB97M-V/def2-TZVPD" homo_ev=-9.68 lumo_energy_ha=0.040 smiles="CCC(C=O)CC" max_force_ev_per_a=0.55 relative_energy_kcal_mol=9.4 orbital_gap_ha=0.3958
C -2.448 -0.735 0.362 0.0 0.0 0.0
C -1.094 -0.909 -0.322 0.0 0.0 -0.1
C -0.010 0.039 0.214 0.1 0.0 0.1
C -0.331 1.440 -0.242 -0.2 0.2 0.2
O -0.785 2.312 0.460 0.2 -0.3 -0.4
C 1.390 -0.370 -0.272 0.0 -0.1 0.0
C 2.485 0.601 0.171 0.1 0.1 0.2
H -3.202 -1.380 -0.101 0.1 0.1 0.1
H -2.385 -0.999 1.424 0.0 0.1 -0.2
H -2.799 0.300 0.296 0.0 -0.2 0.0
H -0.743 -1.942 -0.197 0.0 0.2 0.0
H -1.194 -0.746 -1.405 0.0 -0.1 0.1
H -0.035 0.049 1.311 0.0 0.0 -0.1
H -0.149 1.616 -1.328 0.0 0.1 0.1
H 1.394 -0.468 -1.368 -0.1 0.1 0.2
H 1.591 -1.375 0.115 0.0 0.1 0.0
H 3.475 0.139 0.135 -0.1 0.0 -0.1
H 2.327 0.933 1.209 0.0 -0.1 -0.3
H 2.514 1.495 -0.463 0.0 -0.1 0.1